# 1
C40H52BIN3O5P2Ti | ωB97M-V with the def2-TZVPD basis set

```
! RIJCOSX wB97M-V def2-TZVPD def2/J DEFGRID3
* xyz -1 1
P -3.932 -1.047 0.691
H 4.018 -0.581 -0.242
H -0.468 -2.593 1.774
C -4.593 -0.032 -1.759
C -5.269 -3.116 1.940
C -5.295 -0.331 -0.428
C -1.267 1.446 -1.838
C -0.658 0.903 3.807
H -6.061 -3.132 1.193
H -3.964 1.721 3.632
H 0.625 1.219 5.503
H 5.750 -2.035 2.598
H -3.884 1.205 1.699
C -1.067 3.895 -0.578
H 1.665 -0.302 4.123
C -0.038 -2.825 2.751
C -0.454 2.776 -0.029
B -0.577 0.154 1.606
C -1.866 2.569 -2.407
C -2.677 2.008 5.327
H -5.345 0.226 -2.512
H -3.462 2.450 5.927
C -0.376 1.309 5.099
H -6.665 0.793 0.872
H -7.033 -1.023 -1.485
H 1.378 -4.025 0.856
C -6.000 0.953 0.026
C 2.976 2.701 -2.654
H 1.554 -4.993 2.333
H -1.173 -2.910 -1.215
H -0.399 -2.083 3.464
H 5.561 -1.103 0.451
H 5.495 0.297 2.304
H -5.303 1.750 0.283
C -1.950 1.040 3.263
C 4.482 -1.286 0.444
C -1.405 -2.143 -1.938
P 2.050 -1.271 1.865
C -6.353 -1.400 -0.715
H -6.163 -1.323 3.840
O 4.410 4.520 -1.888
N -1.093 -0.891 -1.589
H -2.949 1.087 0.226
C -4.750 -1.706 2.260
H -5.664 -3.567 2.856
H -3.294 -0.958 3.723
H -2.202 -3.489 -3.392
C 4.405 0.252 2.387
O 2.069 0.996 0.347
C -1.393 0.107 -2.436
H -6.740 -0.802 2.260
C -3.156 0.586 1.177
H -1.202 2.194 6.870
N 0.151 0.343 2.841
H -4.046 -0.906 -2.115
H 2.993 -3.526 4.164
H -5.513 0.145 3.111
C 1.496 -2.877 2.701
H 4.427 -3.186 2.497
C -3.632 -1.897 3.294
H -0.986 4.853 -0.077
O 1.488 0.745 -2.167
H 4.475 -1.997 3.811
H 4.304 -2.287 0.054
H 2.163 0.907 2.933
C 3.735 3.561 -1.628
H -6.954 -1.645 0.159
N -1.940 0.553 1.961
C -2.964 1.599 4.026
H -0.408 -3.807 3.063
C -1.773 3.795 -1.770
Ti 0.689 -0.173 -0.278
C 3.959 -1.126 1.874
C 1.539 0.029 3.088
I 1.794 -2.500 -1.576
C 2.285 1.674 -1.840
H -6.608 1.325 -0.805
H -2.501 -1.664 -5.085
C 1.872 -4.077 1.825
H -2.421 2.490 -3.335
C 3.465 2.982 -0.238
H 2.942 -4.151 1.636
H 1.963 -2.218 4.751
C -1.857 -0.140 -3.727
C -1.404 1.863 5.860
C 2.608 1.860 -0.496
H 4.156 0.396 3.440
H 3.997 1.082 1.813
H 1.325 -3.849 4.608
C -2.135 -1.441 -4.090
H -3.903 0.808 -1.683
H -1.986 0.677 -4.421
C 1.987 -3.118 4.135
C -0.548 1.524 -0.637
C 4.674 -2.158 2.752
H -2.773 -2.405 2.857
H -5.897 -2.319 -1.091
C -5.856 -0.868 2.892
H 0.114 2.884 0.891
O 3.902 3.408 0.818
H -4.453 -3.745 1.577
C -1.963 -2.461 -3.160
H -2.243 4.669 -2.203
H -4.011 -2.518 4.112
O 2.966 2.874 -3.847
*
```

As for the HOMO energy: -5.060 eV. The calculation puts the LUMO energy at 2.22 eV. As for the energy above the lowest of the compared OMol25 structures with the same formula, charge and spin: 0.0 kJ/mol.

Results of the Löwdin charge analysis, in e, for atoms 1 through 5: 1.158, 0.048, 0.066, -0.112, -0.122



# 2
C40H52N4ORuSSe | ωB97M-V with the def2-TZVPD basis set

```
! RIJCOSX wB97M-V def2-TZVPD def2/J DEFGRID3
* xyz -1 2
H -4.465 3.161 1.664
C -0.516 -5.393 -2.327
N 1.598 -0.541 -1.034
C -4.140 1.744 0.120
H -1.659 -6.257 -0.696
H -1.241 7.180 0.354
C 3.493 -1.819 -1.302
C -0.492 2.879 0.236
H 3.321 -3.625 -3.399
H -0.002 -5.834 -0.264
O -1.060 0.265 2.616
H 2.613 5.510 0.642
H -1.239 -4.231 2.100
H 0.637 5.930 1.412
C 1.537 2.378 -0.390
C -0.983 -3.986 -2.093
C -0.171 -2.888 -1.609
H 0.088 -3.597 1.115
H 4.739 -2.614 -3.657
H -0.504 -2.750 3.990
C -5.239 3.995 -0.173
C -3.643 -4.011 -4.264
C 2.681 0.263 -0.994
H 0.909 -3.688 3.472
C -2.686 1.736 0.074
H 1.170 -0.982 3.579
H -2.325 3.622 0.961
H -5.927 2.379 1.087
N -2.260 0.616 -0.563
H -0.212 6.463 -0.898
C -2.247 -3.508 -2.232
C -0.604 -3.358 1.928
H 1.746 -1.802 2.120
C 0.184 -2.933 3.159
H 3.258 4.339 -2.120
H -0.316 -7.279 -1.242
H 3.959 -3.871 -0.971
C -0.895 6.236 -0.075
H 1.693 -3.876 -1.539
H -4.506 -4.568 -4.639
C -3.365 -0.079 -0.961
H -1.110 -5.846 -3.124
C 5.272 0.031 -1.220
H -4.302 4.353 -0.606
C 2.036 -1.815 -1.230
C -4.974 2.808 0.766
H -3.326 -5.312 -2.572
H 4.944 -4.321 -3.222
S -0.288 -0.665 1.753
C 3.887 -0.528 -1.178
H -6.037 -0.305 -1.763
H -5.712 4.824 0.361
C 0.880 -1.635 2.763
H 5.985 -0.759 -0.978
H -2.759 -4.335 -4.819
H 2.186 5.709 -1.834
C -3.337 -1.317 -1.590
H 6.663 0.957 -2.626
H 5.483 -0.128 -3.378
C -4.560 0.644 -0.553
H -1.794 -2.143 0.550
H -5.893 3.697 -0.995
C 1.563 3.775 0.026
H 3.592 2.149 -0.712
H -2.221 -1.919 2.261
Se 2.427 1.229 2.254
Ru -0.327 0.016 -0.705
H 0.522 -5.389 -2.667
H 3.914 5.847 -1.455
C 5.623 0.621 -2.594
H 5.356 -2.841 -1.245
H -4.341 -3.921 -2.227
C -6.480 -0.742 0.304
H -5.884 -1.656 0.331
H -4.295 -1.737 -1.879
C -0.196 5.372 0.983
H -3.798 -2.951 -4.471
H -7.527 -1.013 0.142
H -0.894 5.167 1.798
C -2.221 -2.123 -1.799
H 3.631 4.109 0.358
C 0.313 4.079 0.432
C 3.054 5.171 -1.442
C 1.209 -2.910 -1.429
C 4.337 -3.428 -3.050
C 4.331 -3.032 -1.566
H -1.757 5.711 -0.494
H 5.375 0.801 -0.451
N -0.950 -1.781 -1.446
C -5.972 0.200 -0.796
N 0.278 1.887 -0.273
H -6.396 -0.262 1.282
C -3.442 -4.242 -2.760
C -1.409 -2.123 1.558
H -6.621 1.077 -0.849
C -1.853 2.776 0.472
C 2.642 1.629 -0.732
C 2.767 4.659 -0.023
H 4.977 1.472 -2.828
C -0.628 -6.247 -1.059
*
```

As for the HOMO energy (spin up / spin down): -3.233 / -2.866 eV. The calculation puts the LUMO energy (spin up / spin down) at 2.08 / 2.06 eV.

Results of the Löwdin charge analysis, in e, for atoms 1 through 5: 0.108, -0.195, -0.034, -0.136, 0.072



# 3
C40H53AlBCl3N9O3S4 | ωB97M-V with the def2-TZVPD basis set

```
! RIJCOSX wB97M-V def2-TZVPD def2/J DEFGRID3
* xyz 1 1
S 0.781 0.882 -2.373
H 1.716 -3.950 1.536
H -3.071 3.784 -3.163
N 0.159 -1.687 -3.005
N -0.967 -3.484 0.777
H -1.787 0.031 2.369
H -2.308 -0.475 -4.684
C 3.488 -1.388 3.306
C 2.892 -0.324 5.470
C -0.464 0.097 4.109
H -2.788 -4.642 0.838
N -2.038 -0.385 -2.557
C -3.470 3.869 -2.152
C 2.591 2.625 0.760
H 0.180 -3.738 -3.641
C -1.314 -3.735 3.188
C -4.059 2.545 -1.654
H 0.083 -6.133 2.617
C 5.731 -2.407 2.783
H -3.773 1.785 -4.249
C -2.522 0.049 -3.770
C -2.448 0.462 -1.601
C -5.473 2.344 -2.214
H -5.532 2.545 -3.283
O 3.506 2.634 1.554
C -2.199 -3.915 0.313
H 4.066 -4.107 7.958
H 4.238 -1.535 -1.677
Cl 5.600 -3.775 3.815
H -6.151 3.033 -1.713
H 2.798 -3.174 -4.181
C 2.611 -1.693 6.047
H -1.022 -0.191 4.983
H -0.590 3.108 0.632
H 5.015 -0.355 -5.188
C 0.740 -2.830 -3.508
N -3.211 1.422 -2.194
H -4.557 1.639 0.266
C 2.094 -4.220 7.118
H 2.269 1.101 2.716
H -4.845 3.377 0.119
H 0.061 -5.903 0.866
H 3.321 -0.157 -5.653
C -4.157 2.569 -0.135
H 3.563 0.898 -2.048
H 4.569 -2.582 -3.066
H -1.891 -2.465 -3.269
O 2.099 1.532 0.231
C 1.646 0.575 5.401
H 7.115 -0.093 0.565
C -0.441 -5.642 1.798
H -0.965 2.768 -0.909
C 1.029 -3.729 2.352
Cl 1.776 -5.784 7.785
Al 0.486 0.738 0.019
H -1.250 -2.664 3.374
C 4.552 -1.548 -2.721
C 3.782 0.776 -3.108
H -5.818 1.326 -2.032
C 3.637 -0.668 -3.570
C 1.921 3.923 0.333
C -3.238 1.165 -3.556
B -1.296 -1.753 -2.499
H -3.269 -3.367 -1.527
H 5.570 -1.164 -2.775
N -0.192 2.792 -0.251
C -0.407 -4.127 2.024
C 1.087 -0.718 -2.947
N 2.247 -1.227 -3.427
C 4.009 -0.751 -5.051
S -1.970 0.347 0.056
C -2.439 -3.287 -0.849
H -4.245 4.636 -2.162
H 0.978 0.330 6.226
H 1.528 4.397 1.238
H 1.329 -4.320 3.219
H 0.179 -4.084 6.170
C -0.482 -2.563 -0.101
C 3.559 -2.359 6.821
H 1.279 3.339 -1.624
S 0.997 -1.683 0.039
H 2.700 4.589 -0.039
H 4.824 1.050 -3.281
H -1.454 -6.041 1.772
H -0.996 -4.265 4.086
H 0.646 -1.862 5.208
C 1.401 -2.346 5.820
H 4.681 0.431 1.409
Cl 5.116 -1.657 7.122
H 1.935 1.619 5.505
C 1.127 -3.594 6.347
N -1.366 -2.467 -1.118
C 2.026 -2.549 -3.774
C 5.258 -0.446 1.676
H 1.118 -2.674 2.598
C 4.790 -1.442 2.586
C 3.313 -3.614 7.360
S 7.162 -2.138 1.885
H 0.393 4.711 -0.963
C 0.842 3.747 -0.714
O 3.577 -0.304 4.230
H 3.577 0.178 6.155
H -3.205 2.766 0.346
C 1.265 0.771 2.935
H 3.309 -2.338 3.809
H -2.671 4.219 -1.495
H 2.663 -1.210 2.605
N 0.261 0.645 2.072
C 6.516 -0.691 1.231
H 4.003 -1.774 -5.425
H 3.151 1.458 -3.674
H -2.356 -3.994 2.998
N 0.870 0.427 4.171
C -0.825 0.213 2.812
*
```

As for the HOMO energy: -10.341 eV. The calculation puts the LUMO energy at -1.66 eV. As for the energy above the lowest of the compared OMol25 structures with the same formula, charge and spin: 93.3 kJ/mol.

Results of the Löwdin charge analysis, in e, for atoms 1 through 5: 0.850, 0.081, 0.086, 0.031, 0.023



# 4
C40H53F3InN5O4PSSi | ωB97M-V with the def2-TZVPD basis set

```
! RIJCOSX wB97M-V def2-TZVPD def2/J DEFGRID3
* xyz -1 1
C 2.797 1.721 -0.265
C 0.299 3.899 -3.213
C -2.557 0.225 8.448
H 2.338 -4.888 2.618
H -8.721 -3.290 -1.866
C 7.624 0.997 -3.101
S 3.063 5.584 0.843
H -1.797 1.451 -0.971
H -3.334 -0.835 6.740
H 3.465 -4.612 0.269
H -0.046 5.498 2.003
C 9.958 0.606 -3.345
C -6.125 0.119 -1.463
H 10.688 -1.052 -2.173
H 0.396 6.999 -1.479
H -6.334 -3.257 -3.153
H -2.867 2.195 -2.850
H -1.985 -1.574 -0.169
N -1.847 -1.230 -2.190
H -1.225 -2.668 5.117
H -1.709 1.742 0.836
N 0.884 -3.436 2.594
F -2.658 4.273 -1.382
H -0.364 -1.192 10.602
C 2.806 -3.704 -0.011
H 2.387 3.737 -3.512
H -3.856 0.731 0.734
O 1.137 1.499 -4.772
C 3.318 1.288 -1.723
H 0.729 1.483 0.742
C -0.429 -3.186 4.596
H 0.042 -4.513 6.222
O -0.799 4.111 -3.824
C 8.576 -0.725 -1.936
C 3.489 -2.799 -1.161
C -0.092 -2.839 3.298
H 6.716 1.549 -3.326
H 4.587 -3.091 -1.294
N -2.034 -2.031 7.790
C -7.494 0.095 -0.701
H 3.124 2.825 -0.121
C -2.683 -0.870 7.608
H 10.924 0.850 -3.774
H 2.710 -3.074 0.955
H 3.995 -1.111 0.191
H 2.526 1.559 -2.519
C 8.834 1.347 -3.677
C -8.029 -2.378 -1.734
H -3.243 0.385 -2.881
H -7.806 0.987 -0.067
H -0.708 -3.056 8.979
H -4.316 1.530 -3.919
C -1.355 -3.364 -1.190
O 0.188 6.290 1.459
C -8.413 -1.158 -0.846
H -1.285 -3.967 -0.293
C -1.222 -2.108 8.857
C -2.277 2.073 -0.120
F 1.637 2.989 -6.439
H -4.258 2.516 0.865
C 1.412 2.695 -5.040
H 0.820 0.936 -1.032
C -3.731 1.437 -2.942
C -1.742 -2.036 -1.120
C -1.030 -1.073 9.757
H -6.762 3.116 -0.612
C 3.847 -0.226 -1.848
C -1.555 -1.770 -3.384
Si -4.903 1.593 -1.440
In 0.277 3.704 -0.927
H -5.324 4.106 -1.242
H 2.927 -3.003 -2.135
H -6.518 3.303 -2.492
C 1.178 1.744 -0.278
C 1.554 -4.424 3.208
H 4.227 1.972 -1.961
C -1.162 -3.087 -3.560
H 8.896 2.179 -4.368
C -6.667 -2.389 -2.476
C 3.299 -1.237 -0.731
H 8.425 -1.543 -1.240
F -2.171 4.426 0.887
H 1.862 -5.652 4.947
C -3.827 1.728 0.139
H -0.618 -2.046 2.777
H -1.646 -1.096 -4.231
C 0.278 -4.212 5.206
C 9.831 -0.452 -2.456
H -9.438 -1.196 -0.318
C -1.939 3.622 -0.313
H 4.987 -0.231 -1.933
C -5.997 3.202 -1.481
C -1.061 -3.897 -2.437
N 1.516 3.778 -4.060
H -3.105 1.138 8.251
H -1.588 0.951 10.225
N 7.473 -0.022 -2.240
H 3.255 1.146 0.608
O 1.252 7.046 -0.974
C 1.290 -4.847 4.502
H 2.240 -1.027 -0.360
H -0.755 -4.933 -2.534
H -4.739 -1.199 -2.926
H -0.941 -3.470 -4.548
H 3.454 -0.625 -2.866
H 1.740 -4.021 -0.309
C -1.713 0.116 9.544
P 1.237 5.763 0.201
C -5.719 -1.132 -2.342
*
```

As for the HOMO energy: -5.211 eV. The calculation puts the LUMO energy at 1.95 eV.

Results of the Löwdin charge analysis, in e, for atoms 1 through 5: -0.293, -0.369, -0.073, 0.092, 0.081



Calculated values (eV) of calculated total energy for the records, taken in order: -107508.61284 -129098.42036 -150081.14652 -99304.19517.